No. 1
88
Properties=species:S:1:pos:R:3:mulliken_spin:R:1 method="wB97M-V/def2-TZVPD" spin_multiplicity=3 lumo_energy_ha="0.0016 / -0.0026" s_squared=2.01 fmax_ev_per_a=0.81 charge=0 e_above_lowest_kcal_mol=7.7 energy_ev=-103855.6469
Ti 0.856 0.120 -0.139 1.691
C -0.411 5.241 -0.215 0.000
C 0.008 3.900 -0.816 -0.008
C -0.814 3.593 -2.071 0.013
P -0.094 2.446 0.325 0.096
C -1.559 2.767 1.425 -0.034
C -2.236 1.459 1.838 0.072
C -1.222 3.604 2.656 -0.001
C 1.407 2.527 1.355 0.033
C 2.307 3.594 1.340 -0.008
C 3.480 3.552 2.067 0.012
C 3.774 2.405 2.802 -0.005
C 2.915 1.327 2.811 0.012
C 1.704 1.357 2.097 -0.087
N 0.835 0.282 1.963 -0.030
C 0.727 -0.746 2.882 0.051
C 0.950 -0.561 4.258 0.000
C 0.757 -1.587 5.161 -0.001
C 0.319 -2.839 4.736 0.002
C 0.066 -3.029 3.389 -0.011
C 0.262 -2.013 2.453 -0.035
P -0.026 -2.223 0.665 0.128
C -1.823 -2.618 0.413 -0.037
C -2.536 -3.453 1.472 0.001
C -2.008 -3.201 -0.990 0.012
C 0.973 -3.679 0.115 -0.010
C 2.447 -3.353 0.371 0.017
C 0.626 -5.061 0.663 0.003
H -0.303 6.028 -0.965 0.000
H 0.178 5.520 0.657 0.000
H -1.459 5.223 0.087 0.000
H 1.063 3.941 -1.102 0.005
H -1.875 3.485 -1.827 0.000
H -0.483 2.667 -2.543 -0.005
H -0.718 4.404 -2.795 0.001
H -2.251 3.317 0.778 -0.004
H -1.573 0.858 2.461 -0.009
H -2.508 0.858 0.968 0.005
H -3.148 1.670 2.402 0.000
H -0.546 3.053 3.312 0.000
H -2.133 3.823 3.217 0.000
H -0.742 4.548 2.404 0.000
H 2.094 4.468 0.740 0.001
H 4.166 4.387 2.048 0.001
H 4.701 2.343 3.357 0.000
H 3.189 0.428 3.346 0.001
H 1.257 0.414 4.612 0.000
H 0.937 -1.406 6.213 0.000
H 0.165 -3.642 5.443 0.000
H -0.302 -3.991 3.058 0.000
H -2.278 -1.621 0.423 0.017
H -2.135 -4.465 1.538 0.000
H -3.594 -3.536 1.211 0.000
H -2.469 -2.995 2.458 0.000
H -1.683 -4.242 -1.028 0.001
H -1.444 -2.643 -1.741 -0.004
H -3.061 -3.170 -1.277 0.001
H 0.810 -3.687 -0.969 0.007
H 2.648 -3.317 1.443 0.000
H 2.742 -2.394 -0.060 0.004
H 3.084 -4.125 -0.065 0.001
H 0.895 -5.149 1.715 0.000
H 1.199 -5.815 0.119 0.000
H -0.430 -5.305 0.551 0.000
O 4.133 -0.988 -4.955 0.000
C 2.878 -1.158 -5.319 -0.001
O 2.572 -1.582 -6.404 0.000
C 1.827 -0.777 -4.319 0.010
C 0.468 -0.811 -4.547 0.019
Cl -0.335 -1.462 -5.894 0.002
N -0.176 -0.361 -3.431 0.018
N 0.733 -0.117 -2.455 -0.130
C 1.935 -0.336 -2.983 0.080
C 3.119 -0.121 -2.075 0.004
O 4.247 -0.104 -2.560 0.014
O 2.823 0.030 -0.848 0.040
C -1.551 0.008 -3.250 -0.037
C -2.092 0.059 -1.970 -0.175
C -3.433 0.360 -1.801 0.008
C -4.244 0.633 -2.892 0.004
C -3.681 0.659 -4.158 -0.002
C -2.340 0.359 -4.341 0.001
H 4.224 -0.630 -4.021 -0.001
H -1.454 -0.003 -1.093 0.241
H -3.843 0.397 -0.799 0.006
H -5.292 0.859 -2.753 0.001
H -4.282 0.923 -5.017 0.000
H -1.916 0.416 -5.327 0.001



No. 2
51
Properties=species:S:1:pos:R:3:nbo_charge:R:1 method="wB97M-V/def2-TZVPD" spin_multiplicity=1 lumo_energy_ha=0.0077 fmax_ev_per_a=2.39 charge=0 e_above_lowest_kcal_mol=0.0 energy_ev=-89667.4594
Zn 0.071 0.757 -0.363 1.733
O -1.367 6.454 1.638 -0.656
C -1.249 5.228 1.061 0.345
C -2.169 4.142 1.286 -0.306
C -1.820 2.928 0.720 0.117
N -0.768 2.795 -0.074 -0.562
C 0.108 3.746 -0.275 0.127
C -0.137 5.014 0.256 -0.286
C 1.359 3.342 -1.072 0.760
O 2.113 4.220 -1.464 -0.633
O 1.468 2.044 -1.180 -0.914
C -2.478 1.560 0.929 0.751
O -3.661 1.479 1.237 -0.642
O -1.662 0.582 0.640 -0.906
H -1.990 6.390 2.391 0.485
H -3.067 4.199 1.899 0.240
H 0.523 5.854 0.029 0.251
N -1.362 -1.902 -2.566 -0.593
C -1.930 -2.449 -1.429 0.375
C -3.066 -3.296 -1.462 -0.297
C -3.611 -3.727 -0.263 -0.145
C -3.059 -3.269 0.929 -0.288
C -1.941 -2.462 0.837 0.088
N -1.408 -2.029 -0.289 -0.461
C -0.012 -1.627 -2.757 0.412
C 0.647 -2.436 -3.752 -0.276
C 2.010 -2.341 -3.883 -0.146
C 2.739 -1.310 -3.242 -0.286
C 1.937 -0.438 -2.525 0.046
N 0.616 -0.558 -2.228 -0.543
H -1.760 -2.327 -3.415 0.388
H -3.484 -3.587 -2.406 0.209
H -4.417 -4.429 -0.236 0.216
H -3.525 -3.447 1.869 0.221
H -1.528 -2.052 1.709 0.196
H 0.040 -3.244 -4.261 0.220
H 2.551 -3.148 -4.383 0.221
H 3.809 -1.214 -3.254 0.237
H 2.358 0.445 -2.078 0.254
C 3.788 -1.780 3.030 -0.399
N 2.608 -1.003 2.580 -0.338
C 1.775 -0.221 3.443 -0.099
C 0.848 0.316 2.606 -0.060
N 1.111 -0.021 1.287 -0.622
C 2.147 -0.847 1.308 0.220
H 3.562 -2.268 3.966 0.217
H 4.657 -1.128 3.183 0.214
H 4.045 -2.534 2.304 0.218
H 1.995 -0.025 4.488 0.234
H 0.036 1.024 2.803 0.241
H 2.550 -1.401 0.432 0.221



No. 3
12
Properties=species:S:1:pos:R:3:nbo_charge:R:1 method="wB97M-V/def2-TZVPD" spin_multiplicity=1 lumo_energy_ha=0.0289 fmax_ev_per_a=3.29 charge=0 e_above_lowest_kcal_mol=16.0 energy_ev=-15548.9507
H -0.222 1.344 1.005 0.328
N 0.695 0.916 0.994 -0.638
C 0.687 -0.042 0.196 0.172
C 1.954 -0.781 -0.154 -0.673
S -0.773 -0.903 -0.407 0.159
C -2.071 0.438 -0.247 -0.719
H 2.850 -0.723 0.499 0.244
H 2.216 -0.509 -1.155 0.233
H 1.558 -1.716 -0.372 0.217
H -3.008 -0.055 -0.183 0.237
H -1.925 1.194 -0.988 0.227
H -1.961 0.836 0.812 0.211



No. 4
14
Properties=species:S:1:pos:R:3:nbo_charge:R:1 method="wB97M-V/def2-TZVPD" spin_multiplicity=1 lumo_energy_ha=-0.0183 fmax_ev_per_a=3.76 charge=0 e_above_lowest_kcal_mol=44.8 energy_ev=-34123.5539
C -1.761 -1.389 1.575 -1.040
P -1.183 -1.721 0.059 0.987
N 0.294 -0.985 -0.266 -1.213
P 1.258 0.341 1.203 0.820
C -0.035 1.386 1.496 -0.836
S 1.369 -1.301 -1.549 0.417
C 1.286 0.383 -2.380 -0.749
H -2.791 -1.696 1.787 0.242
H -1.340 -0.665 2.398 0.234
H 0.141 2.230 2.079 0.220
H -0.947 1.420 0.971 0.235
H 1.893 0.467 -3.382 0.246
H 1.588 1.100 -1.541 0.215
H 0.227 0.429 -2.450 0.221



No. 5
7
Properties=species:S:1:pos:R:3:nbo_charge:R:1 method="wB97M-V/def2-TZVPD" spin_multiplicity=1 lumo_energy_ha=-0.0046 fmax_ev_per_a=3.44 charge=0 e_above_lowest_kcal_mol=26.3 energy_ev=-30208.3989
C -0.845 -0.215 -0.302 0.667
O 0.074 0.679 -0.327 -0.697
O -0.839 -1.067 0.736 -0.666
Cl -2.385 0.345 -0.656 0.087
Cl -0.322 -1.496 -2.076 -0.457
H 0.486 0.894 -1.197 0.546
H -0.025 -1.250 1.224 0.520



No. 6
46
Properties=species:S:1:pos:R:3:nbo_charge:R:1 method="wB97M-V/def2-TZVPD" spin_multiplicity=1 lumo_energy_ha=0.0216 fmax_ev_per_a=0.44 charge=0 energy_ev=-43709.9027
C 3.092 -2.142 0.702 -0.640
C 1.891 -1.524 1.391 -0.061
O 2.114 -0.154 1.755 -0.825
P 1.710 1.098 0.861 2.413
O 2.498 2.290 1.167 -1.093
C -0.064 1.337 1.099 -0.857
C -0.965 0.153 1.463 -0.400
C -1.669 -0.613 0.301 -0.138
C -3.200 -0.359 0.310 -0.376
C -3.720 0.937 -0.311 -0.422
C -3.287 2.241 0.380 -0.521
S -2.300 3.369 -0.652 -0.040
C -1.064 -0.435 -1.109 -0.434
C -0.411 -1.779 -1.485 -0.215
N -1.006 -2.719 -0.544 -0.625
C -1.504 -2.111 0.575 0.700
O -1.792 -2.672 1.607 -0.617
O 1.851 0.575 -0.648 -0.856
C 2.774 1.227 -1.556 -0.054
C 4.223 0.926 -1.248 -0.644
H 4.012 -1.720 1.110 0.229
H 3.082 -1.975 -0.375 0.208
H 3.100 -3.219 0.882 0.217
H 0.997 -1.597 0.765 0.173
H 1.673 -2.037 2.328 0.199
H -0.423 1.867 0.211 0.257
H -0.074 2.064 1.919 0.265
H -0.408 -0.560 2.072 0.234
H -1.743 0.523 2.131 0.216
H -3.682 -1.189 -0.218 0.216
H -3.533 -0.425 1.350 0.217
H -3.438 0.982 -1.365 0.205
H -4.811 0.883 -0.301 0.218
H -2.646 2.045 1.240 0.220
H -4.151 2.789 0.751 0.222
H -3.193 3.457 -1.648 0.118
H -0.339 0.373 -1.176 0.247
H -1.846 -0.208 -1.832 0.214
H 0.680 -1.754 -1.381 0.189
H -0.652 -2.058 -2.511 0.198
H -0.627 -3.645 -0.410 0.403
H 2.493 0.865 -2.544 0.184
H 2.589 2.301 -1.509 0.197
H 4.481 1.258 -0.243 0.238
H 4.852 1.471 -1.955 0.219
H 4.438 -0.139 -1.347 0.204



No. 7
16
Properties=species:S:1:pos:R:3:nbo_charge:R:1 method="wB97M-V/def2-TZVPD" spin_multiplicity=1 lumo_energy_ha=0.0437 fmax_ev_per_a=0.60 charge=0 e_above_lowest_kcal_mol=81.3 energy_ev=-7854.6331
C -1.264 1.638 0.366 -0.417
N -0.199 0.928 -0.301 -0.432
C 1.047 0.503 0.288 -0.057
C 1.024 -1.017 0.560 -0.258
C -0.348 -1.501 0.131 -0.414
C -0.271 -0.381 -0.955 -0.030
C 1.297 -0.461 -0.818 -0.241
H -2.038 1.013 0.850 0.177
H -1.678 2.355 -0.356 0.199
H -0.823 2.268 1.146 0.202
H 1.732 1.185 0.777 0.215
H 1.718 -1.499 1.240 0.223
H -1.177 -1.556 0.852 0.193
H -0.262 -2.464 -0.381 0.206
H -0.868 -0.463 -1.866 0.203
H 2.109 -0.548 -1.535 0.232